Record 1
Here is a molecular structure, C37H103BF3N9O12PtS at a distorted geometry from the Open Molecules 2025 dataset. Energies are from the ωB97M-V functional and the def2-TZVPD basis.

Last column: Löwdin charge in e.
Cartesian coordinates (Å):
Pt 0.419 2.587 3.083  1.155
B 0.340 3.864 4.876  -0.517
H 0.586 4.337 5.815  -0.028
H 1.250 3.865 4.296  -0.080
H 0.043 2.848 5.085  -0.058
H -0.460 4.432 4.428  -0.063
C -0.202 -1.089 0.305  -0.607
F 0.487 -1.840 1.139  0.139
F -0.118 -1.675 -0.881  0.129
F -1.512 -1.020 0.673  0.098
S 0.632 0.721 0.168  0.622
O 0.191 1.486 1.369  -0.465
O 2.071 0.362 0.120  -0.346
O 0.185 1.184 -1.157  -0.324
C 3.996 0.175 3.968  -0.069
C 2.676 0.516 3.427  -0.405
C 1.445 -0.128 4.278  -0.039
O 0.164 0.531 3.830  -0.347
C -0.980 -0.187 4.303  -0.081
N 2.531 1.908 3.652  -0.010
H 4.877 0.456 3.390  0.081
H 3.975 -0.914 3.935  0.090
H 4.195 0.487 4.993  0.094
H 2.701 0.296 2.360  0.110
H 1.576 0.156 5.322  0.129
H 1.419 -1.214 4.185  0.122
H -1.062 -0.367 5.375  0.106
H -1.255 -1.082 3.746  0.063
H -1.851 0.431 4.084  0.065
H 3.301 2.496 3.369  0.084
H 2.553 1.993 4.659  0.099
C -4.896 -2.110 2.048  -0.060
C -4.305 -2.507 3.381  -0.393
C -2.867 -3.211 3.250  -0.176
O -2.291 -3.423 4.539  -0.217
C -1.038 -4.114 4.437  -0.075
N -4.170 -1.338 4.248  0.029
H -5.675 -1.355 2.155  0.072
H -5.363 -2.943 1.522  0.079
H -4.190 -1.550 1.436  0.065
H -4.917 -3.165 3.998  0.129
H -2.142 -2.601 2.713  0.089
H -2.933 -4.188 2.770  0.120
H -0.273 -3.381 4.693  0.075
H -0.806 -4.549 3.465  0.074
H -1.074 -4.883 5.208  0.091
H -5.046 -0.861 4.407  0.072
H -3.801 -1.576 5.157  0.071
C 2.361 5.711 0.112  -0.019
C 2.169 4.191 0.536  -0.340
C 3.446 3.465 0.740  -0.167
O 4.129 3.989 1.911  -0.198
C 5.390 3.461 2.074  -0.132
N 1.230 4.178 1.708  -0.002
H 2.976 5.916 -0.763  0.073
H 2.882 6.086 0.993  0.078
H 1.407 6.186 -0.114  0.069
H 1.620 3.715 -0.276  0.133
H 4.110 3.472 -0.125  0.132
H 3.177 2.424 0.915  0.098
H 5.888 3.746 1.147  0.089
H 5.467 2.381 1.947  0.076
H 5.851 3.780 3.008  0.103
H 0.337 4.596 1.489  0.018
H 1.528 4.993 2.225  0.085
C 3.264 -2.721 -0.951  -0.057
C 4.543 -1.822 -0.937  -0.364
C 4.525 -0.446 -1.782  -0.119
O 5.833 0.261 -1.745  -0.206
C 5.945 1.264 -2.742  -0.126
N 4.683 -1.476 0.475  0.020
H 3.280 -3.699 -0.469  0.052
H 2.957 -2.881 -1.985  0.075
H 2.406 -2.176 -0.556  0.042
H 5.424 -2.441 -1.108  0.130
H 3.833 0.253 -1.312  0.093
H 4.171 -0.779 -2.758  0.113
H 5.591 0.917 -3.712  0.082
H 6.997 1.547 -2.781  0.086
H 5.381 2.171 -2.528  0.070
H 5.411 -0.790 0.339  0.054
H 3.835 -0.992 0.735  0.028
C 1.298 7.700 -6.638  -0.059
C 0.687 7.331 -5.324  -0.477
C 1.195 6.155 -4.505  -0.201
O 0.813 4.914 -5.085  -0.182
C 1.091 3.763 -4.344  -0.115
N 0.742 8.473 -4.463  0.020
H 0.546 8.214 -7.236  0.085
H 1.516 6.804 -7.220  0.078
H 2.248 8.181 -6.403  0.083
H -0.368 7.086 -5.449  0.142
H 0.813 6.202 -3.485  0.117
H 2.271 6.223 -4.347  0.123
H 2.090 3.748 -3.910  0.079
H 1.110 2.836 -4.916  0.084
H 0.362 3.784 -3.534  0.085
H 1.723 8.693 -4.372  0.068
H 0.372 9.276 -4.952  0.074
C -3.677 2.427 1.288  -0.038
C -2.334 3.180 1.392  -0.388
C -2.433 4.659 1.246  -0.170
O -1.121 5.228 1.253  -0.230
C -1.141 6.529 1.877  -0.070
N -1.909 2.899 2.761  0.013
H -4.106 2.577 0.298  0.074
H -4.396 2.905 1.953  0.084
H -3.718 1.339 1.352  0.077
H -1.650 2.752 0.660  0.124
H -3.037 5.224 1.956  0.130
H -2.861 4.930 0.281  0.139
H -1.847 7.241 1.449  0.090
H -0.228 7.121 1.809  0.090
H -1.398 6.396 2.928  0.093
H -2.485 3.502 3.331  0.106
H -2.205 1.948 2.928  0.057
C -0.300 -6.874 0.752  -0.038
C 0.661 -5.737 0.513  -0.441
C 2.100 -5.843 1.068  -0.145
O 2.197 -6.335 2.471  -0.198
C 3.292 -7.102 2.858  -0.128
N 0.739 -5.259 -0.869  0.066
H 0.220 -7.827 0.653  0.081
H -1.030 -6.806 -0.055  0.068
H -0.686 -6.813 1.769  0.075
H 0.297 -4.927 1.145  0.105
H 2.390 -4.793 1.031  0.087
H 2.905 -6.128 0.390  0.118
H 4.012 -6.393 3.265  0.082
H 3.685 -7.653 2.003  0.086
H 2.941 -7.727 3.679  0.085
H 1.161 -4.366 -1.080  0.040
H -0.167 -5.121 -1.292  0.049
C -4.447 -7.567 -2.803  -0.070
C -4.009 -6.409 -3.725  -0.377
C -2.682 -5.743 -3.347  -0.195
O -2.652 -5.375 -1.997  -0.223
C -3.183 -4.188 -1.490  -0.086
N -3.977 -6.954 -5.176  0.028
H -3.729 -8.386 -2.841  0.082
H -5.413 -7.943 -3.140  0.075
H -4.595 -7.210 -1.784  0.073
H -4.892 -5.771 -3.757  0.117
H -2.419 -4.982 -4.082  0.130
H -1.864 -6.463 -3.327  0.130
H -2.733 -4.123 -0.499  0.089
H -4.244 -4.400 -1.361  0.083
H -3.108 -3.310 -2.132  0.065
H -3.064 -7.197 -5.532  0.051
H -4.307 -7.891 -4.996  0.033
C -1.357 0.111 -4.243  -0.048
C -2.603 0.553 -3.511  -0.437
C -3.484 -0.649 -3.069  -0.207
O -3.746 -1.518 -4.158  -0.166
C -4.959 -2.207 -4.020  -0.131
N -2.328 1.423 -2.390  0.063
H -0.652 0.912 -4.465  0.064
H -1.393 -0.419 -5.194  0.079
H -0.908 -0.587 -3.536  0.076
H -3.288 1.002 -4.230  0.136
H -4.371 -0.328 -2.523  0.121
H -2.997 -1.195 -2.262  0.098
H -5.039 -3.026 -4.734  0.090
H -5.915 -1.684 -4.038  0.088
H -5.015 -2.689 -3.044  0.061
H -1.948 2.200 -2.910  0.064
H -1.495 1.136 -1.897  0.006

The expectation value of S² is 2.00. For the highest occupied orbital energy (alpha / beta), the calculation gives -6.7 / -7.8 eV. The relative energy (zero: lowest compared OMol25 entry of this formula, charge and spin) comes out at 128.3 kJ/mol. As for the spin multiplicity: 3.



Record 2
Here is 13 unconnected molecules or ions with the total composition C37H108N18O13 at a distorted geometry from the Open Molecules 2025 dataset. Energies are from the ωB97M-V functional and the def2-TZVPD basis.

Last column: Löwdin charge in e.
Cartesian coordinates (Å):
C -9.710 -2.656 -7.079  -0.085
C -8.941 -3.621 -7.848  -0.495
C -7.427 -3.388 -8.007  -0.196
O -7.029 -2.206 -8.687  -0.185
C -6.405 -1.181 -7.856  -0.098
N -9.287 -4.933 -7.358  0.048
H -9.487 -2.803 -6.022  0.085
H -10.779 -2.651 -7.292  0.088
H -9.394 -1.649 -7.349  0.079
H -9.324 -3.470 -8.857  0.141
H -7.139 -4.187 -8.690  0.118
H -6.810 -3.388 -7.109  0.123
H -5.328 -1.127 -7.700  0.074
H -6.856 -0.978 -6.885  0.083
H -6.446 -0.339 -8.548  0.082
H -8.623 -5.571 -7.774  0.065
H -9.086 -4.984 -6.370  0.070
C -7.078 1.064 -0.669  -0.074
C -6.351 0.442 0.470  -0.456
C -6.041 1.421 1.585  -0.170
O -4.896 2.354 1.417  -0.195
C -4.796 3.356 2.405  -0.128
N -7.125 -0.684 1.034  0.026
H -6.331 1.541 -1.303  0.082
H -7.874 1.741 -0.358  0.082
H -7.512 0.415 -1.429  0.076
H -5.441 -0.065 0.151  0.142
H -5.766 0.788 2.428  0.112
H -6.986 1.930 1.772  0.122
H -5.257 4.276 2.044  0.084
H -3.729 3.561 2.492  0.082
H -5.113 3.027 3.395  0.084
H -6.580 -1.121 1.763  0.061
H -8.032 -0.478 1.429  0.069
C 7.268 6.059 1.386  -0.079
C 7.297 4.793 2.241  -0.393
C 5.963 4.608 2.964  -0.208
O 5.695 5.659 3.901  -0.184
C 4.422 5.605 4.455  -0.131
N 7.387 3.624 1.293  0.016
H 8.198 6.368 0.907  0.075
H 6.874 6.839 2.036  0.070
H 6.569 6.067 0.550  0.076
H 8.166 4.755 2.898  0.140
H 6.012 3.588 3.346  0.120
H 5.174 4.595 2.211  0.124
H 4.142 4.594 4.751  0.086
H 3.729 5.900 3.667  0.083
H 4.232 6.316 5.260  0.088
H 6.785 3.838 0.511  0.058
H 8.302 3.625 0.867  0.061
C 0.003 0.949 -1.238  -0.069
C 1.148 0.959 -0.272  -0.478
C 0.840 0.249 1.105  -0.206
O 1.709 0.520 2.162  -0.227
C 1.823 -0.403 3.266  -0.066
N 2.362 0.547 -0.821  0.036
H -0.658 1.726 -0.855  0.078
H -0.531 -0.001 -1.240  0.074
H 0.201 1.148 -2.292  0.081
H 1.290 2.024 -0.092  0.131
H 0.678 -0.824 1.003  0.120
H -0.079 0.628 1.551  0.119
H 0.839 -0.709 3.621  0.084
H 2.454 0.116 3.987  0.089
H 2.357 -1.241 2.817  0.085
H 2.267 -0.393 -1.179  0.076
H 2.987 0.301 -0.066  0.071
C 0.604 -5.671 -3.749  -0.071
C 1.109 -5.802 -2.308  -0.448
C 1.162 -7.269 -1.787  -0.218
O 1.508 -7.347 -0.415  -0.188
C 2.019 -8.656 0.017  -0.073
N 2.403 -5.156 -2.246  0.026
H -0.458 -5.909 -3.786  0.070
H 1.183 -6.403 -4.311  0.074
H 0.662 -4.679 -4.196  0.076
H 0.475 -5.190 -1.666  0.135
H 1.868 -7.781 -2.442  0.118
H 0.176 -7.688 -1.987  0.118
H 2.926 -8.995 -0.483  0.085
H 1.238 -9.407 0.132  0.082
H 2.372 -8.499 1.037  0.079
H 3.174 -5.695 -2.616  0.071
H 2.567 -5.196 -1.250  0.063
C 2.632 -0.732 -9.898  -0.047
C 4.037 -1.233 -10.370  -0.441
C 3.845 -2.451 -11.318  -0.200
O 3.154 -3.559 -10.680  -0.192
C 4.030 -4.389 -9.880  -0.098
N 4.827 -0.197 -10.991  0.038
H 2.846 0.056 -9.176  0.071
H 1.983 -1.444 -9.387  0.073
H 2.057 -0.464 -10.784  0.075
H 4.527 -1.701 -9.516  0.119
H 4.804 -2.790 -11.712  0.110
H 3.290 -2.205 -12.223  0.121
H 4.617 -3.863 -9.127  0.075
H 4.821 -4.887 -10.441  0.078
H 3.394 -5.149 -9.427  0.088
H 4.286 0.306 -11.680  0.070
H 5.486 -0.667 -11.595  0.062
C -4.012 8.880 -4.366  -0.072
C -4.600 9.599 -3.169  -0.439
C -5.326 10.971 -3.517  -0.180
O -4.408 11.778 -4.239  -0.228
C -4.854 13.135 -4.477  -0.077
N -5.502 8.778 -2.413  0.026
H -3.332 8.072 -4.097  0.076
H -3.477 9.551 -5.037  0.073
H -4.815 8.438 -4.956  0.076
H -3.756 9.836 -2.523  0.134
H -5.550 11.511 -2.598  0.117
H -6.246 10.916 -4.099  0.117
H -4.272 13.789 -5.127  0.085
H -4.958 13.666 -3.530  0.079
H -5.844 12.921 -4.881  0.078
H -6.235 8.528 -3.063  0.066
H -5.045 7.882 -2.314  0.069
C -2.745 2.194 9.381  -0.058
C -3.946 2.192 10.293  -0.455
C -5.209 1.441 9.836  -0.187
O -6.283 1.561 10.783  -0.210
C -7.111 0.432 10.918  -0.119
N -3.559 1.659 11.570  0.036
H -2.798 1.435 8.600  0.075
H -1.831 1.967 9.931  0.077
H -2.575 3.199 8.994  0.074
H -4.235 3.234 10.425  0.134
H -4.999 0.390 9.635  0.120
H -5.650 1.920 8.962  0.124
H -6.571 -0.502 11.074  0.083
H -7.675 0.386 9.987  0.084
H -7.817 0.501 11.746  0.086
H -4.409 1.564 12.106  0.062
H -3.380 0.680 11.395  0.074
C 7.841 2.537 -6.237  -0.804
O 8.574 2.571 -5.298  0.052
N 8.232 2.764 -7.473  0.151
N 6.598 2.120 -6.202  0.159
H 9.117 3.202 -7.684  0.119
H 7.540 2.631 -8.196  0.099
H 6.191 2.042 -7.123  0.099
H 6.115 1.895 -5.344  0.124
C 2.122 -2.365 11.308  -0.730
O 0.923 -2.346 10.983  0.012
N 2.658 -1.989 12.481  0.132
N 3.119 -2.588 10.498  0.148
H 2.078 -1.434 13.095  0.107
H 3.559 -2.217 12.876  0.102
H 2.849 -3.127 9.688  0.120
H 4.062 -2.625 10.860  0.109
C -1.084 -5.613 5.935  -0.817
O 0.057 -5.739 6.313  0.039
N -1.502 -5.999 4.763  0.155
N -1.995 -4.924 6.528  0.162
H -2.468 -5.808 4.538  0.104
H -0.797 -6.239 4.081  0.123
H -2.925 -4.892 6.136  0.107
H -1.892 -4.739 7.516  0.126
C 7.811 -6.941 7.284  -0.801
O 8.873 -6.397 7.004  0.012
N 7.631 -7.491 8.418  0.160
N 6.730 -6.880 6.521  0.164
H 8.485 -7.667 8.929  0.129
H 6.767 -7.982 8.600  0.112
H 5.929 -7.290 6.981  0.100
H 6.730 -6.467 5.599  0.123
C 7.570 -2.762 1.546  -0.766
O 7.254 -3.940 1.648  0.007
N 7.686 -1.907 2.543  0.163
N 8.023 -2.333 0.380  0.147
H 7.932 -0.958 2.302  0.108
H 7.616 -2.331 3.458  0.121
H 8.466 -1.433 0.259  0.104
H 8.005 -2.998 -0.379  0.115

For the highest occupied orbital energy, the calculation gives -9.0 eV. The relative energy (zero: lowest compared OMol25 entry of this formula, charge and spin) comes out at 892.4 kJ/mol.